DFT (ωB97M-V/def2-TZVPD) results for a 9-piece molecular cluster, C118H68O20 overall.

HOMO energy: -9.3 eV
2S+1: 1
frontier orbital gap: 7.595 eV
calculated total energy: -164413.2595 eV

The geometry in XYZ format:
```
206
Properties=species:S:1:pos:R:3:forces:R:3:mulliken_charge:R:1
C -2.844365 0.624504 5.464639 -0.4378 1.1462 3.2547 -0.912
C -2.999146 -0.731594 5.347939 0.9931 -0.6672 0.1105 0.394
C -3.267623 -1.530843 6.473519 -0.2846 1.3910 0.4295 -0.448
C -3.493355 -0.903405 7.735923 0.2043 -1.8020 0.1917 0.402
C -3.371780 0.471104 7.910350 0.1673 1.1423 -0.2147 -0.072
C -3.086296 1.207301 6.757093 0.8034 0.0881 -1.3635 -0.807
C -3.318493 1.122215 9.311904 1.0870 2.6889 -0.4700 0.428
O -3.122925 2.379818 9.456585 -0.8940 -4.9536 -0.4178 -0.666
C -3.393189 0.139334 10.478357 1.3720 3.9384 1.5328 0.363
C -3.085853 0.665755 11.779798 -1.5861 -1.6568 0.1977 -0.728
C -3.459377 -0.135708 12.897323 -0.8164 0.8753 -0.7647 -0.448
C -4.064409 -1.361271 12.723958 0.6405 -1.3879 -2.4982 -0.501
C -4.143992 -1.935442 11.409613 -0.2851 0.8862 2.5920 -0.492
C -3.812956 -1.143321 10.324122 -0.0632 -1.7176 -1.0949 0.232
C -3.775734 -1.755716 8.957692 -1.5643 -3.1147 -0.6129 0.556
O -4.060065 -2.980352 8.866329 1.0299 3.1262 -0.1960 -0.710
H -2.336836 1.289158 4.781239 -0.4495 -0.3130 -0.6667 0.485
H -2.630244 -1.143905 4.420415 -0.3445 -0.5185 -0.0953 0.376
H -3.201487 -2.603442 6.366026 -0.3336 -0.0375 0.3259 0.597
H -2.837012 2.257975 6.775938 -0.2740 0.1771 0.6413 0.386
H -2.748304 1.675327 11.962088 0.0473 0.0256 -0.4282 0.422
H -3.607624 0.231414 13.902137 0.9788 0.5825 0.1208 0.336
H -4.358387 -1.985664 13.554682 -0.1741 0.2091 0.1626 0.380
H -4.554472 -2.934165 11.387777 0.2080 -0.0343 -0.7589 0.434
C 2.618792 0.096092 -1.034759 -0.0735 -2.1384 0.0168 -0.260
C 2.209681 -0.777531 0.016873 0.7339 1.0191 -1.1856 -0.210
C 1.004072 -0.611054 0.654609 1.0448 0.6271 0.1088 -1.319
C 0.209834 0.469107 0.264643 -1.5342 0.0496 -0.3790 0.525
C 0.526282 1.232994 -0.913909 1.6358 -1.1996 1.6731 0.393
C 1.782606 1.019651 -1.586512 -1.5755 1.2697 1.9200 -1.608
C -0.369277 2.298263 -1.271433 -3.6225 2.6960 -2.9261 0.291
O -0.155525 3.240321 -2.071959 0.5560 -2.1599 1.8820 -0.569
C -1.903664 2.157434 -0.854114 1.6386 -0.7866 0.5133 0.318
C -2.922233 2.842429 -1.511762 0.2477 0.3758 0.3098 -0.399
C -4.247896 2.819330 -1.033352 2.3181 -0.2071 -1.5856 -1.420
C -4.509537 2.006490 0.043341 -2.4237 1.3517 -0.2426 -0.421
C -3.567174 1.300903 0.683332 2.7120 -1.1762 0.8257 -0.314
C -2.229820 1.327159 0.222407 -0.1633 0.4945 1.1373 0.919
C -1.148104 0.641783 1.028264 -0.1899 -1.6887 0.7114 0.114
O -1.353981 0.071004 2.133764 0.7152 1.8486 -3.0574 -0.606
H 3.539059 -0.151742 -1.542767 0.3420 0.2988 0.1911 0.503
H 2.913203 -1.531738 0.337218 -0.1489 -0.1374 0.0381 0.385
H 0.867093 -1.243659 1.519159 -0.7875 0.1666 0.0793 0.800
H 2.136525 1.766570 -2.281684 -0.2538 -0.2635 -0.5179 0.568
H -2.582003 3.446350 -2.339959 -0.3462 0.2197 -0.1699 0.646
H -4.980711 3.378706 -1.595915 -0.2601 -0.0472 0.3426 0.536
H -5.528985 2.081570 0.391883 -0.1410 -0.4739 0.3885 0.463
H -3.712095 0.720391 1.582447 -0.4529 0.0015 -0.0593 0.424
C -4.516181 -2.716952 -7.898696 1.3146 2.5492 -0.2829 -0.997
C -4.081051 -2.394058 -9.197939 -0.7854 -1.9590 0.8955 -0.234
C -3.145581 -1.432019 -9.463933 1.1402 0.1350 0.0231 -0.791
C -2.480984 -0.797311 -8.413649 -1.0857 0.6217 1.7366 0.654
C -3.031368 -0.889983 -7.095758 -0.2394 -0.0715 -1.6435 0.154
C -4.063681 -1.810655 -6.907042 -0.1131 -1.2741 0.7352 -0.241
C -2.670787 0.120798 -6.022250 -1.1298 -2.1578 0.2066 0.504
O -3.403499 0.220695 -5.049783 0.5627 0.3397 -0.2972 -0.578
C -1.457525 0.897988 -6.235522 -0.2516 0.4182 0.9825 -0.027
C -0.965606 1.710485 -5.253934 0.4555 2.2783 1.2171 -0.181
C -0.079063 2.785575 -5.543537 -1.1981 -0.2438 0.7963 -0.529
C 0.310019 2.980023 -6.835611 1.1986 -0.2132 -0.1556 -0.938
C 0.052395 1.982219 -7.717517 -0.7007 -0.0303 -2.0863 -0.723
C -0.896497 1.018538 -7.463816 0.5165 -1.5507 -3.1060 0.262
C -1.371047 0.141643 -8.623265 0.8396 1.1091 -4.7903 0.557
O -0.983134 0.272005 -9.852129 -0.5935 -0.0204 4.9301 -0.704
H -5.208030 -3.531336 -7.742080 0.0225 0.1226 0.2884 0.408
H -4.400396 -3.108993 -9.941775 -0.1689 0.4560 -0.6268 0.341
H -2.847386 -1.236466 -10.483365 0.2052 -0.0040 0.0310 0.452
H -4.408834 -1.929210 -5.890569 -0.2748 0.0834 0.0910 0.443
H -1.441202 1.698549 -4.284357 0.1269 -0.2033 0.2277 0.486
H 0.170150 3.568998 -4.843156 -0.1432 -0.3457 0.6120 0.682
H 0.897666 3.796620 -7.228350 0.0793 0.3156 0.5627 0.433
H 0.400637 2.108244 -8.732037 0.0686 -0.3619 -0.1683 0.490
C 5.129770 -0.188568 5.671303 0.2703 -2.3535 0.2800 -0.491
C 4.552907 -0.868692 4.603245 0.2659 2.7884 -0.6419 -0.801
C 4.743611 -0.263291 3.357412 -0.6078 -2.4349 -0.0198 0.493
C 5.681374 0.714984 3.134758 1.3629 1.6434 0.5285 0.555
C 6.384878 1.291492 4.246927 -0.4096 -0.6816 0.2464 0.421
C 6.092894 0.806130 5.568359 -0.6733 0.2760 -1.6156 -0.931
C 7.442157 2.348379 4.009128 1.5981 0.9261 2.6063 0.484
O 8.159769 2.699938 4.974845 -1.5449 -0.7761 -2.2059 -0.696
C 7.571398 3.037727 2.683109 -0.7562 0.1056 -0.7450 -0.230
C 8.335338 4.214341 2.505263 -0.0610 -1.2049 2.1157 -0.292
C 8.379487 4.944765 1.351973 -0.9016 -1.2435 -0.3089 -0.845
C 7.488771 4.521991 0.363243 -0.6453 -0.3738 -0.0925 -0.351
C 6.629565 3.371548 0.492163 1.4496 1.8727 -0.0974 -0.772
C 6.738416 2.585113 1.631148 0.4706 -0.1297 0.7537 0.615
C 5.999219 1.266286 1.755437 -0.9631 0.4997 -0.2508 0.162
O 5.584556 0.747798 0.733942 0.1547 -0.2822 0.4568 -0.154
H 4.936782 -0.772021 6.559406 0.2150 0.8752 0.9666 0.339
H 3.844333 -1.675166 4.721262 0.1381 -0.0763 0.0514 0.482
H 4.176712 -0.819793 2.625744 0.1613 0.7073 -0.9311 -0.041
H 6.483115 1.159348 6.511414 0.5414 0.4248 -0.4149 0.436
H 8.852777 4.561396 3.387421 0.3080 -0.0861 0.0715 0.451
H 9.059478 5.781849 1.294599 -0.2611 0.1510 -0.3451 0.435
H 7.439921 5.176805 -0.494220 -0.3542 -0.2983 -0.4030 0.373
H 5.882467 3.220540 -0.272971 0.1205 -0.4325 -0.0482 0.521
C 6.097518 1.144784 -3.881927 0.2514 -1.6491 -1.7988 -1.229
C 5.895758 -0.011903 -3.168712 -0.0539 0.9186 1.5026 -0.097
C 5.724791 -1.254202 -3.743797 -0.7854 -0.2530 2.9187 0.369
C 5.751319 -1.483101 -5.056416 1.1089 3.6848 -3.0616 -0.133
C 6.036238 -0.348335 -5.894947 0.2012 -0.2066 -0.2604 -0.023
C 6.190867 0.906456 -5.260892 0.5751 0.2931 -0.9789 -0.403
C 6.311695 -0.538915 -7.479700 0.4427 3.1647 3.1523 0.507
O 6.789714 0.448648 -8.044886 -1.0263 -2.4199 -0.0299 -0.629
C 6.057564 -1.901459 -7.948429 0.9024 0.3587 -2.0777 0.305
C 6.291850 -2.229444 -9.303726 0.3399 1.0914 1.2893 -0.793
C 6.266915 -3.527086 -9.734162 0.5292 0.5647 -1.8543 -0.296
C 5.938050 -4.565893 -8.912055 -0.4916 0.8223 -0.0172 -0.860
C 5.736531 -4.196697 -7.606211 0.3093 -2.7368 0.9288 -0.234
C 5.838259 -2.937565 -7.073994 -0.6425 -0.4145 -0.0988 -0.032
C 5.590259 -2.768299 -5.636628 -0.9262 -1.7508 1.3587 0.453
O 5.196631 -3.655516 -4.885691 0.3578 -0.3712 -1.1447 -0.673
H 6.312717 2.127373 -3.488731 -0.1872 -0.1077 0.2243 0.571
H 5.887258 0.090289 -2.093590 -0.1265 -0.3139 0.2755 0.431
H 5.469144 -2.052737 -3.063067 0.2189 -0.3195 -0.0671 0.711
H 6.552007 1.760303 -5.814891 -0.2981 -0.0822 -0.7131 0.420
H 6.628128 -1.429776 -9.947036 -0.1658 0.0375 -0.1696 0.454
H 6.601646 -3.673468 -10.750492 -0.2831 -0.3067 -0.2456 0.370
H 5.770917 -5.557492 -9.306010 0.3386 -0.1604 0.3324 0.425
H 5.681291 -5.048017 -6.943951 -0.6116 0.2023 0.5842 0.402
C -1.441111 -3.742971 3.091774 -0.0752 -0.7454 1.5729 -0.193
C -1.777390 -4.594649 4.203458 0.4280 2.9352 -1.7510 -0.877
C -3.105865 -4.613089 4.554662 -0.1952 -2.1675 0.5991 -0.503
C -4.105498 -3.928842 3.928530 -0.0936 1.3997 -1.1687 -0.165
C -3.730881 -3.053018 2.838070 -0.7692 -1.1099 1.4014 0.375
C -2.423264 -3.004136 2.434328 0.7186 -0.2841 0.0241 -0.728
C -4.692395 -2.145929 2.202835 0.1106 1.3539 -3.2069 0.688
O -4.455764 -1.535208 1.113725 -0.3566 -1.7762 3.1107 -0.654
C -5.988937 -1.993863 2.857629 -1.5103 -1.0131 1.8942 0.295
C -6.914342 -1.074264 2.384277 -1.0829 -0.6094 0.4264 -0.547
C -8.170359 -0.981882 3.024152 1.6121 0.1992 -0.3615 -0.839
C -8.409000 -1.734772 4.151982 -2.4513 1.5757 -0.5413 -0.635
C -7.548839 -2.646295 4.664383 0.0615 0.3735 1.2936 -0.705
C -6.376435 -2.816700 4.036385 3.0370 -0.2880 -2.2846 0.726
C -5.481814 -3.944052 4.523744 -1.2219 -1.3213 1.9257 0.442
O -5.886784 -4.779266 5.397456 1.6766 2.8543 -3.1504 -0.677
H -0.402664 -3.565682 2.853896 0.1187 -0.1162 -0.1769 0.497
H -1.042221 -4.892713 4.936316 0.2384 -0.6753 -0.4229 0.519
H -3.395229 -5.350670 5.288580 -0.2284 0.3245 0.5997 0.493
H -2.184682 -2.286167 1.663625 0.2027 -0.0948 -0.1167 0.543
H -6.796929 -0.500102 1.477103 0.6317 0.0344 0.0504 0.604
H -8.834144 -0.220728 2.641493 -0.3992 -0.2683 0.1927 0.501
H -9.370627 -1.573297 4.616312 -0.0773 -0.0295 0.3361 0.388
H -7.676850 -3.021607 5.668953 -0.3138 -0.7255 -0.2422 0.447
C 7.083927 -3.582084 -0.895278 -0.5806 -0.2918 0.7937 -0.647
C 6.321189 -2.468117 -0.454159 0.3330 -1.0034 2.3002 -0.803
C 5.317272 -2.692073 0.502591 -0.0386 -1.0217 -0.9935 0.943
C 4.862226 -3.988912 0.708461 -1.1676 -0.5478 0.8886 0.635
C 5.518275 -5.122282 0.166588 1.6132 1.5830 -0.1797 0.401
C 6.745612 -4.917145 -0.515608 -1.4611 1.9470 -0.6922 -1.035
C 5.157039 -6.515466 0.447352 0.2890 -0.7908 -0.1715 0.476
O 5.755279 -7.431510 -0.095798 -0.4452 0.2728 0.3683 -0.660
C 4.084802 -6.735016 1.419943 -3.0760 0.6897 2.4099 0.140
C 3.656377 -8.035344 1.811284 0.6671 0.0175 -0.4866 -0.638
C 2.632359 -8.305868 2.702446 -0.6339 2.2956 0.9044 -0.679
C 1.971618 -7.169635 3.284383 0.3676 -2.0635 -0.8374 -0.548
C 2.255787 -5.911381 2.860888 0.5274 0.8807 0.1373 -0.209
C 3.327033 -5.615000 2.013152 1.2956 -1.9386 -1.9193 0.465
C 3.678638 -4.194313 1.666182 0.1542 -0.8503 0.9838 0.128
O 3.072643 -3.344238 2.305311 0.8430 0.5682 -1.1810 -0.550
H 8.003778 -3.405555 -1.432983 -0.0204 -0.0145 -0.2137 0.473
H 6.625226 -1.433844 -0.389062 0.5396 0.0931 -1.1419 0.470
H 4.878723 -1.909080 1.103419 0.0342 0.2197 -0.3546 -0.422
H 7.309112 -5.773112 -0.856473 0.0897 0.0620 0.0823 0.464
H 4.182899 -8.889505 1.411814 0.1641 0.0433 -0.2953 0.441
H 2.327716 -9.305357 2.975612 0.2208 -0.0723 -0.0695 0.404
H 1.187375 -7.188830 4.026675 -0.1117 -0.8077 -0.0034 0.438
H 1.590640 -5.193832 3.318168 0.4965 0.8035 -0.3483 0.392
C -2.299313 6.347388 -4.778539 -1.1736 0.6613 -2.1025 -0.403
C -1.204149 7.062148 -5.167220 1.2309 1.3917 -0.9363 -0.721
C -0.367392 7.616489 -4.236036 0.2860 -0.2321 2.6838 -0.865
C -0.662705 7.494363 -2.834105 -1.4900 -1.6358 -1.1967 0.096
C -1.875701 6.818880 -2.483478 0.2490 0.1318 1.5653 0.482
C -2.652447 6.242716 -3.506840 -0.1476 -0.2852 3.1770 -0.334
C -2.367213 6.799360 -0.967712 0.0004 0.5158 -0.5460 0.513
O -3.379566 6.238350 -0.583811 1.0893 0.4522 -0.9117 -0.704
C -1.504219 7.590698 0.028935 0.2010 -1.0170 -1.3419 0.431
C -1.953591 7.813568 1.315320 2.0583 -0.4569 2.6632 -0.457
C -1.017259 8.183163 2.362289 0.5428 0.9823 -3.0869 -0.549
C 0.341402 8.585476 1.969486 -2.9903 -1.2884 0.0919 -0.521
C 0.711987 8.398024 0.636062 -0.9043 1.0519 0.2554 -0.508
C -0.184847 7.897945 -0.329670 0.7941 0.3505 -0.0349 0.252
C 0.308420 7.935230 -1.795998 -3.5553 -0.2786 1.4796 0.528
O 1.313121 8.473921 -2.083093 2.7970 0.9240 -0.6532 -0.600
H -3.178567 6.116844 -5.361760 0.7329 -0.4401 -1.3224 0.411
H -0.990774 7.385820 -6.175247 -0.2256 -0.5985 -0.3998 0.461
H 0.548091 8.144178 -4.459282 -0.0412 0.0770 -0.3633 0.486
H -3.582944 5.699549 -3.432232 -0.1220 0.1830 1.3138 0.387
H -2.924466 7.486926 1.657528 -0.2532 0.1372 -0.4037 0.441
H -1.444060 8.324758 3.344227 0.3995 -0.0245 0.2055 0.385
H 0.994571 9.067087 2.682105 0.1097 -0.1649 0.0299 0.406
H 1.594113 8.924255 0.302380 0.4131 -0.5775 -0.1930 0.389
C -7.778703 0.239315 -1.150183 -1.5071 -2.4462 1.1285 -1.141
C -8.581135 -0.876095 -0.858494 -0.4774 1.5562 1.6556 0.228
C -8.726598 -2.095200 -1.689390 2.1286 1.3903 -2.4918 0.584
O -9.546812 -2.961337 -1.552980 -0.6980 -0.3956 1.1231 -0.597
C -7.788864 -2.045688 -2.783720 1.7959 -0.3269 -0.6118 -0.525
C -6.933424 -1.019188 -3.079326 -1.3981 -2.6306 -2.0146 0.432
C -6.965916 0.251613 -2.365399 -0.0759 1.8239 -0.0943 1.087
O -6.443195 1.254123 -2.854431 -0.2850 -1.1567 0.7677 -0.652
O -6.278585 -1.137450 -4.275255 -0.2486 0.2184 1.7323 -0.388
O -9.404195 -1.018676 0.219698 1.2590 1.9073 -0.2068 -0.492
H -7.685550 1.051397 -0.444326 -0.2380 0.1388 -0.1113 0.486
H -7.628627 -2.956504 -3.341510 -0.3946 -0.0159 -0.3715 0.425
H -5.614909 -0.444017 -4.292274 0.5877 0.6074 -0.3671 0.253
H -9.787487 -1.898173 0.185544 -0.3079 -0.5786 -0.2724 0.352
```
Positions in Å, forces in eV/Å.